DFT (ωB97M-V with the def2-TZVPD basis set) results for a structure of composition AlH2O6P.

Summary:
**Frontier orbital gap**: 3.3058 eV
**Energy above the lowest of the compared OMol25 structures with the same formula, charge and spin**: 85.9 kcal per mole
**Electronic energy**: -28199.8734 eV
**Net charge**: -2
**LUMO level**: 2.70 eV

Positions of all 10 atoms, in Å:
Al  -0.35524  -1.28416  -0.16502
O  0.39778  -1.11168  -2.77107
H  0.53764  -0.42681  -3.43330
O  -2.36365  -2.96202  0.06674
H  -3.17514  -3.04046  0.57978
P  1.01196  1.68295  1.28731
O  0.14063  1.82659  -0.01630
O  2.26737  2.13845  0.51028
O  0.93859  0.28866  1.81768
O  0.60005  2.88849  2.12390



DFT (ωB97M-V with the def2-TZVPD basis set) results for a cluster of 5 separate species, C6H24N2O4 in total.

Summary:
**Frontier orbital gap**: 8.4874 eV
**Energy above the lowest of the compared OMol25 structures with the same formula, charge and spin**: 57.8 kcal per mole
**Electronic energy**: -17779.3554 eV
**LUMO level**: 0.27 eV
**SMILES**: CCN(C)CCNC.O.O.O.O

Positions of all 36 atoms, in Å:
C  2.69779  0.01088  0.25441
C  2.10749  0.91421  1.38930
N  0.98712  1.78970  1.18130
C  1.26007  2.74094  0.12327
C  -0.32936  1.19944  1.27047
C  -0.80327  0.28169  0.06427
N  -1.84454  -0.58962  0.55941
C  -2.02553  -1.89670  -0.12345
H  2.77564  0.39750  -0.75628
H  3.76048  -0.17273  0.50380
H  2.29460  -0.98817  0.30281
H  1.85383  0.30350  2.26633
H  2.92958  1.53354  1.74946
H  0.43324  3.37349  -0.20674
H  2.08258  3.36515  0.56413
H  1.53056  2.27719  -0.84091
H  -1.06529  1.98996  1.44721
H  -0.23536  0.46614  2.10176
H  -1.25230  0.85207  -0.75355
H  0.15670  -0.09712  -0.35421
H  -1.82530  -0.64347  1.56953
H  -1.48229  -2.68217  0.41058
H  -1.61376  -1.75709  -1.14265
H  -3.08734  -2.13662  -0.21005
H  -1.91954  2.62756  0.03431
H  -2.92064  2.39604  -1.23613
O  -2.11161  2.77552  -0.88336
H  -1.62734  -0.19720  -2.82824
H  -0.24827  -0.52073  -3.61301
O  -0.84679  -0.75037  -2.89817
H  0.48790  -2.27143  -3.01185
H  0.10665  -3.22518  -1.82540
O  0.38855  -3.17712  -2.73699
H  0.15662  -3.35128  2.86700
H  -0.34029  -2.26079  1.92432
O  -0.43055  -2.57671  2.83732



DFT (ωB97M-V with the def2-TZVPD basis set) results for an isolated molecule of C4H7NO2.

Summary:
**Frontier orbital gap**: 10.5034 eV
**Energy above the lowest of the compared OMol25 structures with the same formula, charge and spin**: 108.7 kcal per mole
**Electronic energy**: -9842.5648 eV
**LUMO level**: 0.80 eV
**SMILES**: N[C@@H]1O[C@@H]1[C@H]1CO1

Positions of all 14 atoms, in Å:
N  -1.88394  -1.06973  -1.39387
C  -0.52190  -0.73617  -1.20999
O  0.36146  -1.38351  -0.37352
C  0.08385  0.17395  -0.25757
C  0.18833  0.32355  1.20649
C  1.43996  0.94543  1.67166
O  0.19148  1.62025  1.76446
H  -1.93882  -1.65395  -2.22520
H  -2.34319  -0.19253  -1.63168
H  0.55764  1.03224  -0.77287
H  0.06272  -0.54665  -2.12211
H  -0.22892  -0.49444  1.77928
H  2.14942  1.37244  0.95662
H  1.88190  0.60911  2.60830



Which of these has the lowest frontier orbital gap?
AlH2O6P



Which of these has the highest LUMO level?
AlH2O6P



The lowest frontier orbital gap belongs to which entry?
AlH2O6P



Among the records above, which one has the highest LUMO level?
AlH2O6P